(1)
A 13-piece molecular cluster, C42H94N10O13 overall in a non-equilibrium geometry, computed with ωB97M-V/def2-TZVPD.

Properties
- ΔE to the lowest compared entry with this formula, charge and spin (kcal per mole) = 0.0
- electronic energy (a.u.) = -3182.508679
- HOMO level (eV) = -9.330
- charge = 0

Geometry (Å):
C 15.254 8.523 15.587
C 14.298 8.529 16.821
C 15.236 8.830 18.016
O 16.562 9.088 17.493
C 16.627 8.279 16.271
H 15.333 9.509 15.120
H 14.954 7.767 14.805
H 13.890 7.529 16.901
H 13.490 9.253 16.669
H 15.220 8.048 18.765
H 14.913 9.660 18.559
H 16.887 7.290 16.581
H 17.308 8.728 15.520
C 13.484 9.549 9.969
C 12.534 9.060 8.792
C 11.500 10.178 8.646
O 12.111 11.305 9.268
C 12.748 10.794 10.477
H 14.544 9.703 9.710
H 13.450 8.740 10.742
H 12.078 8.144 9.163
H 13.093 8.883 7.868
H 10.552 9.926 9.130
H 11.290 10.441 7.586
H 12.026 10.660 11.279
H 13.404 11.610 10.789
C 12.625 12.782 14.415
C 13.832 13.737 14.239
C 14.678 12.975 13.220
O 14.458 11.575 13.378
C 13.386 11.436 14.301
H 11.976 13.000 13.554
H 12.167 12.944 15.380
H 14.395 13.862 15.160
H 13.615 14.725 13.833
H 15.750 13.213 13.295
H 14.368 13.300 12.190
H 13.708 11.095 15.263
H 12.713 10.663 13.907
C 7.444 16.627 13.936
C 7.545 15.492 14.903
O 7.300 15.756 16.112
N 7.829 14.240 14.512
C 7.837 13.155 15.527
H 7.975 17.498 14.442
H 6.411 16.782 13.943
H 7.935 16.383 13.016
H 8.184 14.021 13.572
H 8.331 13.560 16.419
H 8.313 12.261 15.098
H 6.797 12.939 15.766
C 17.899 15.371 15.695
C 16.460 15.887 15.907
O 15.925 16.523 14.989
N 15.891 15.624 17.102
C 14.600 16.178 17.377
H 18.563 16.301 15.527
H 17.963 14.808 14.753
H 18.259 14.773 16.514
H 16.371 15.065 17.859
H 14.022 15.469 18.050
H 13.958 16.194 16.520
H 14.718 17.135 17.833
C 9.184 8.386 13.372
C 9.755 9.499 14.143
O 9.751 10.642 13.616
N 10.151 9.310 15.420
C 10.578 10.357 16.348
H 8.234 8.789 12.888
H 8.978 7.546 14.012
H 9.809 8.026 12.581
H 10.141 8.340 15.801
H 10.647 10.054 17.390
H 9.939 11.265 16.269
H 11.525 10.791 16.022
C 18.815 12.223 19.911
C 17.897 12.672 18.797
O 17.576 13.864 18.830
N 17.530 11.791 17.876
C 16.667 12.200 16.865
H 18.255 12.499 20.804
H 19.724 12.820 19.820
H 18.992 11.209 19.870
H 17.589 10.754 18.011
H 15.629 12.402 17.164
H 16.691 11.466 16.072
H 17.038 13.156 16.537
C 11.086 15.610 15.809
C 10.896 15.106 17.283
O 11.824 14.493 17.821
N 9.680 15.271 17.842
C 9.403 14.894 19.211
H 10.745 16.622 15.616
H 10.570 15.024 15.015
H 12.128 15.622 15.470
H 8.960 15.669 17.265
H 8.485 15.394 19.568
H 10.225 15.181 19.871
H 9.198 13.851 19.243
C 15.621 16.172 11.620
C 17.025 16.616 11.453
O 17.532 16.741 10.318
N 17.727 16.674 12.576
C 19.054 17.206 12.594
H 15.563 15.038 11.573
H 14.987 16.500 10.766
H 15.149 16.402 12.548
H 17.246 16.744 13.466
H 19.679 16.363 12.249
H 19.437 17.476 13.571
H 19.192 17.972 11.845
C 13.966 13.059 22.230
C 13.517 11.954 21.231
O 13.611 10.773 21.571
N 12.972 12.491 20.099
C 12.364 11.550 19.129
H 14.556 13.735 21.593
H 14.481 12.662 23.068
H 13.094 13.593 22.534
H 12.788 13.511 19.986
H 12.403 10.548 19.522
H 12.675 11.635 18.100
H 11.311 11.804 18.929
C 11.779 14.909 10.972
C 10.451 14.261 11.323
O 9.717 14.614 12.248
N 10.120 13.273 10.447
C 8.866 12.527 10.556
H 12.334 14.871 11.938
H 11.602 15.966 10.764
H 12.317 14.395 10.187
H 10.838 12.880 9.862
H 8.063 13.277 10.466
H 8.657 11.987 11.534
H 8.772 11.858 9.727
C 17.090 9.916 12.121
C 18.007 10.840 12.916
O 18.411 10.439 14.004
N 18.271 12.039 12.344
C 19.074 13.057 12.958
H 16.069 10.115 12.394
H 17.220 8.877 12.415
H 17.103 10.102 11.061
H 17.959 12.209 11.367
H 20.097 12.979 12.540
H 19.184 12.799 14.030
H 18.660 14.059 12.722
C 15.054 13.476 9.237
C 16.365 12.776 9.371
O 16.403 11.551 9.416
N 17.502 13.533 9.439
C 18.777 13.080 8.905
H 14.781 13.452 8.161
H 15.183 14.462 9.492
H 14.358 12.912 9.818
H 17.449 14.552 9.563
H 18.868 13.418 7.873
H 18.763 12.027 9.003
H 19.520 13.549 9.538

***

(2)
A 15-piece molecular cluster, C42H98O16 overall in a non-equilibrium geometry, computed with ωB97M-V/def2-TZVPD.

Properties
- electronic energy (a.u.) = -2862.205295
- HOMO level (spin up / spin down) (eV) = -10.892 / -10.892
- charge = +1
- multiplicity = 2

Geometry (Å):
C 12.984 18.086 0.261
C 12.833 18.433 -1.208
C 13.428 17.219 -1.924
O 13.060 16.143 -1.015
C 13.191 16.617 0.373
H 12.216 18.492 0.919
H 13.953 18.514 0.516
H 13.335 19.338 -1.551
H 11.784 18.651 -1.412
H 14.511 17.274 -2.032
H 12.995 17.049 -2.910
H 14.179 16.278 0.682
H 12.555 16.057 1.059
C 8.592 23.522 1.959
C 7.447 24.259 2.632
C 6.435 23.196 3.050
O 7.260 22.042 3.261
C 8.342 22.052 2.359
H 9.566 23.921 2.244
H 8.601 23.643 0.876
H 7.135 25.074 1.978
H 7.879 24.683 3.538
H 5.711 23.049 2.248
H 5.916 23.399 3.987
H 8.166 21.403 1.502
H 9.222 21.690 2.891
C 4.735 18.443 3.844
C 5.351 19.022 2.579
C 4.673 18.176 1.501
O 3.423 17.785 2.077
C 3.300 18.079 3.452
H 4.737 19.113 4.704
H 5.268 17.516 4.054
H 6.433 19.033 2.446
H 5.066 20.058 2.397
H 5.176 17.233 1.286
H 4.586 18.747 0.576
H 2.833 17.267 4.009
H 2.680 18.970 3.552
C 10.245 12.528 2.974
C 10.376 13.911 3.527
C 11.025 13.675 4.921
O 10.429 12.447 5.303
C 9.811 11.768 4.243
H 11.215 12.210 2.592
H 9.597 12.556 2.098
H 9.377 14.338 3.610
H 10.978 14.547 2.877
H 10.867 14.500 5.616
H 12.097 13.495 4.840
H 8.726 11.757 4.342
H 10.066 10.718 4.097
C 9.768 18.429 -5.873
C 9.948 17.117 -5.303
C 10.065 17.434 -3.849
O 10.828 18.631 -3.926
C 10.855 19.194 -5.244
H 8.811 18.901 -5.653
H 9.819 18.404 -6.961
H 10.840 16.580 -5.627
H 9.184 16.373 -5.530
H 10.601 16.637 -3.333
H 9.084 17.659 -3.431
H 11.818 18.927 -5.680
H 10.574 20.245 -5.181
C 6.158 15.717 -3.341
C 6.040 16.869 -2.381
C 4.575 17.116 -2.358
O 4.007 15.987 -3.059
C 4.926 14.929 -3.178
H 7.096 15.163 -3.311
H 6.112 16.174 -4.330
H 6.559 17.775 -2.695
H 6.318 16.557 -1.374
H 4.400 17.977 -3.003
H 4.153 17.221 -1.358
H 4.608 14.289 -4.002
H 4.907 14.235 -2.338
C 6.815 22.159 -2.614
C 6.633 22.604 -1.211
C 5.843 21.508 -0.531
O 6.221 20.323 -1.245
C 6.955 20.638 -2.426
H 7.657 22.632 -3.118
H 5.898 22.438 -3.133
H 6.124 23.555 -1.055
H 7.587 22.722 -0.697
H 4.793 21.793 -0.601
H 6.029 21.325 0.527
H 6.446 20.209 -3.289
H 8.009 20.406 -2.279
C 9.083 17.542 -0.012
C 8.601 17.012 1.342
C 9.233 17.949 2.438
O 9.649 19.130 1.684
C 9.238 19.010 0.312
H 8.288 17.433 -0.750
H 10.058 17.166 -0.323
H 8.988 16.008 1.518
H 7.525 16.951 1.502
H 10.090 17.458 2.900
H 8.499 18.149 3.219
H 10.001 19.456 -0.326
H 8.335 19.616 0.232
C 10.083 14.445 -1.369
O 9.612 13.206 -0.820
H 9.405 14.758 -2.164
H 10.105 15.227 -0.610
H 11.041 14.222 -1.839
H 8.850 13.437 -0.284
C 7.940 19.842 5.909
O 7.351 19.071 6.957
H 7.243 20.396 5.281
H 8.755 20.453 6.297
H 8.500 19.206 5.223
H 7.153 19.677 7.675
C 6.181 13.604 0.358
O 7.346 13.803 1.172
H 5.566 12.905 0.924
H 5.586 14.501 0.187
H 6.481 13.132 -0.578
H 7.113 14.006 2.080
C 8.612 16.246 5.882
O 7.470 16.747 5.313
H 8.694 15.228 5.501
H 9.459 16.845 5.546
H 8.562 16.323 6.968
H 7.320 17.615 5.694
C 12.734 22.163 0.957
O 13.066 22.954 -0.126
H 11.901 21.484 0.775
H 13.628 21.631 1.284
H 12.437 22.852 1.748
H 13.860 23.469 0.034
C 10.530 21.722 -2.537
O 11.529 22.676 -2.538
H 9.961 21.799 -1.611
H 9.836 21.880 -3.362
H 10.962 20.724 -2.604
H 11.988 22.655 -1.695
C 11.564 20.810 5.009
O 11.798 19.389 5.265
C 12.442 18.693 4.182
C 14.019 18.856 4.105
O 14.282 20.163 3.713
C 15.674 20.441 3.615
H 10.796 21.116 5.719
H 11.286 21.113 4.000
H 12.470 21.361 5.262
H 11.907 19.002 3.284
H 12.196 17.640 4.313
H 14.317 18.292 3.221
H 14.543 18.538 5.007
H 15.924 21.500 3.549
H 16.142 19.841 2.833
H 16.148 20.086 4.530

***

(3)
C43H101CaCuN6O11 as an isolated structure in a non-equilibrium geometry, computed with ωB97M-V/def2-TZVPD.

Properties
- electronic energy (a.u.) = -5171.828653
- HOMO level (spin up / spin down) (eV) = -12.687 / -12.687
- charge = +3
- multiplicity = 2

Geometry (Å):
Cu -7.188 6.986 -14.517
Ca -3.647 7.288 -13.974
C -6.255 9.848 -13.500
O -5.562 8.615 -13.593
H -6.490 10.008 -12.448
H -5.703 10.717 -13.857
H -7.195 9.786 -14.050
C -10.394 12.603 -16.293
C -9.096 13.387 -16.540
C -9.157 14.500 -17.597
C -9.766 15.854 -17.178
C -9.213 16.269 -15.838
C -9.208 15.202 -14.757
N -8.654 13.949 -15.263
O -8.061 13.124 -14.274
C -8.185 15.859 -13.681
C -10.620 15.101 -14.012
C -7.987 12.399 -17.101
H -10.663 12.031 -17.181
H -11.227 13.306 -16.270
H -10.461 11.973 -15.406
H -8.224 14.800 -18.077
H -9.784 14.142 -18.414
H -10.816 15.599 -17.041
H -9.335 16.522 -17.924
H -9.796 17.172 -15.653
H -8.201 16.575 -16.100
H -8.628 16.810 -13.386
H -8.068 15.236 -12.794
H -7.209 16.030 -14.134
H -10.581 14.393 -13.185
H -10.888 16.091 -13.643
H -11.497 14.806 -14.587
H -7.035 12.930 -17.119
H -8.257 12.091 -18.111
H -7.954 11.599 -16.361
H -7.172 12.898 -14.556
C -5.793 13.229 -10.965
C -4.574 14.214 -10.679
C -4.780 14.724 -9.269
C -3.603 15.631 -8.884
C -2.308 14.648 -8.828
C -1.971 13.981 -10.260
N -3.272 13.500 -10.798
O -3.156 12.893 -12.075
C -1.393 15.059 -11.159
C -0.928 12.909 -9.899
C -4.747 15.326 -11.753
H -5.655 12.684 -11.899
H -6.728 13.785 -10.897
H -5.762 12.403 -10.255
H -5.708 15.291 -9.197
H -5.015 13.799 -8.743
H -3.670 15.853 -7.819
H -3.475 16.558 -9.442
H -2.428 13.891 -8.054
H -1.485 15.277 -8.487
H -0.585 15.464 -10.550
H -1.041 14.727 -12.136
H -2.121 15.864 -11.261
H -0.903 12.219 -10.743
H 0.047 13.329 -10.145
H -0.929 12.496 -8.890
H -5.749 15.750 -11.821
H -4.364 15.096 -12.747
H -4.243 16.170 -11.282
H -3.457 12.001 -11.886
C -9.864 3.685 -9.886
O -9.436 4.828 -9.140
C -10.270 5.924 -9.117
C -9.764 7.109 -8.212
N -8.742 7.952 -8.847
C -7.473 7.247 -9.155
C -6.475 8.328 -9.654
O -5.748 8.883 -8.512
C -4.673 9.735 -9.066
H -9.031 3.024 -10.127
H -10.231 3.838 -10.901
H -10.495 3.067 -9.247
H -11.105 5.555 -8.520
H -10.482 6.237 -10.139
H -9.348 6.868 -7.234
H -10.614 7.736 -7.943
H -8.594 8.905 -8.549
H -7.809 6.471 -9.843
H -7.163 6.613 -8.324
H -7.022 9.047 -10.264
H -6.057 7.665 -10.412
H -3.903 9.753 -8.296
H -5.048 10.750 -9.197
H -4.272 9.343 -10.001
C -9.774 10.422 -19.887
O -8.973 9.792 -18.827
C -8.840 8.393 -19.046
C -7.875 7.838 -17.873
N -8.277 8.335 -16.552
C -9.641 7.992 -16.206
C -10.049 8.404 -14.778
O -9.202 7.775 -13.865
C -9.555 8.177 -12.525
H -9.165 10.276 -20.780
H -10.061 11.466 -19.767
H -10.780 10.060 -20.101
H -8.466 8.376 -20.069
H -9.829 7.946 -19.147
H -6.841 8.102 -18.099
H -7.997 6.762 -17.989
H -8.229 9.344 -16.570
H -9.645 6.905 -16.131
H -10.467 8.208 -16.884
H -11.117 8.250 -14.629
H -9.898 9.483 -14.727
H -10.088 9.097 -12.287
H -8.655 8.054 -11.923
H -10.240 7.395 -12.199
C 1.032 9.687 -8.607
O 0.219 8.614 -9.110
C -0.482 9.030 -10.286
C -1.410 7.987 -10.887
N -1.754 8.178 -12.319
C -2.356 9.423 -12.770
C -2.118 9.939 -14.210
O -2.438 8.896 -15.192
C -2.708 9.382 -16.481
H 1.891 9.942 -9.227
H 1.533 9.467 -7.664
H 0.555 10.626 -8.324
H 0.135 9.351 -11.125
H -1.087 9.906 -10.052
H -2.291 7.766 -10.285
H -0.881 7.035 -10.929
H -1.184 7.671 -12.980
H -1.960 10.152 -12.063
H -3.334 9.356 -12.293
H -1.053 10.139 -14.329
H -2.844 10.744 -14.319
H -1.953 9.114 -17.220
H -2.638 10.469 -16.527
H -3.696 9.099 -16.841
C -8.753 11.399 -9.642
O -8.633 10.666 -8.470
C -9.025 11.256 -7.212
C -8.102 10.758 -6.156
N -8.131 9.325 -6.116
C -7.533 8.940 -4.846
C -6.277 9.628 -4.217
O -5.885 8.698 -3.243
C -5.109 9.325 -2.262
H -9.751 11.442 -10.078
H -8.083 10.977 -10.391
H -8.353 12.407 -9.533
H -10.067 11.110 -6.930
H -8.909 12.340 -7.220
H -8.308 11.276 -5.220
H -7.163 11.150 -6.548
H -7.558 9.083 -6.912
H -7.279 7.886 -4.958
H -8.368 8.952 -4.146
H -6.564 10.588 -3.787
H -5.451 9.607 -4.927
H -5.063 8.653 -1.405
H -5.511 10.287 -1.946
H -4.143 9.652 -2.644